ORCA calculation (ωB97M-V with the def2-TZVPD basis set) on the molecule C5H9BrO at a distorted geometry.

Output
Lowest unoccupied orbital energy (eV): 0.752
Relative energy (zero: lowest compared OMol25 entry of this formula, charge and spin) (eV): 0.212
Electronic energy (eV): -77419.074
E_HOMO (Ha): -0.371
HOMO-LUMO gap (eV): 10.8
SMILES string: C[C@H]1O[C@@]1(C)CBr
Strongest force on any atom (eV Å⁻¹): 2.73

Positions of all 16 atoms, in Å:
C (-0.8836, -0.6037, -0.3178)
C (-0.1624, 0.5570, 0.2193)
C (-0.4458, -2.0389, -0.2376)
C (-0.0794, 1.8142, -0.5891)
C (1.0745, 0.3387, 1.1560)
O (-1.3964, 0.1506, 0.7317)
Br (2.6503, 0.0835, -0.0973)
H (-1.4764, -0.2687, -1.1795)
H (-0.9594, -2.6075, -0.9975)
H (-0.5855, -2.4018, 0.8780)
H (0.6608, -2.0420, -0.4183)
H (0.1719, 1.6567, -1.6695)
H (0.4415, 2.6784, -0.0404)
H (-1.1910, 2.0211, -0.7297)
H (1.0118, -0.6583, 1.6702)
H (1.1690, 1.3209, 1.6216)